9
Properties=species:S:1:pos:R:3:lowdin_charge:R:1 method="wB97M-V/def2-TZVPD" relative_energy_kcal_mol=85.9 lumo_energy_ev=-0.04 homo_ev=-8.72 multiplicity=1 smiles="C=C=C=N.[H][H]" energy_ev=-4678.1341 orbital_gap_ev=8.68
N -0.30478 -2.02894 1.56104 0.142
C -0.37091 -1.09420 0.78335 -0.214
C -0.50016 -0.14320 -0.07929 -0.103
C -1.15346 0.86308 -0.63839 0.016
H 2.63146 1.35533 -0.54385 0.015
H -2.16988 0.90051 -0.47777 0.028
H -0.89981 1.59165 -1.38269 0.048
H 2.21828 1.03044 -1.06071 0.005
H 0.54926 -2.47467 1.83830 0.063